Record 1
This record from OMol25 describes C34H40F4IN3OPSTeTi as an isolated structure. The level of theory is ωB97M-V/def2-TZVPD.

XYZ file:
```
87
Properties=species:S:1:pos:R:3:forces:R:3
Ti -0.7987 -1.1716 -0.4866 0.0 0.4 0.3
C 1.7281 2.0032 -1.8977 0.0 -0.1 0.0
N 0.5145 2.6842 -2.3006 0.0 0.0 0.0
C -0.1872 2.0497 -3.4000 0.0 0.0 0.0
C -0.3309 3.0519 -1.1858 -0.1 0.0 0.0
C -0.7636 1.9898 -0.1395 0.0 0.0 0.0
N -1.3906 0.7110 -0.4963 0.2 -0.1 -0.1
C -2.7995 0.6447 -0.6073 -0.1 0.0 0.0
C -3.4683 -0.4097 0.0561 0.0 0.1 -0.1
F -1.8225 -1.9095 -1.7514 -0.2 -0.2 -0.3
C -4.8351 -0.4581 -0.0782 0.0 0.0 0.0
F -5.5401 -1.4229 0.5986 0.0 0.0 0.0
C -5.6155 0.4354 -0.7901 0.0 0.0 0.0
C -4.9344 1.4395 -1.4374 0.0 0.0 0.0
F -5.6118 2.3485 -2.1711 0.0 0.0 0.0
C -3.5594 1.5444 -1.3604 0.0 0.0 0.0
F -2.9935 2.5440 -2.0702 0.0 0.0 0.0
H 2.3863 1.8823 -2.7609 0.0 0.0 0.0
H 1.5695 1.0146 -1.4566 0.0 0.0 0.0
H 2.2525 2.6074 -1.1522 0.0 0.0 0.0
H 0.5165 1.8856 -4.2197 0.0 0.0 0.0
H -0.9783 2.7125 -3.7537 0.0 0.0 0.0
H -0.6453 1.0855 -3.1458 0.0 0.0 0.0
H -1.1977 3.5753 -1.5803 0.0 0.0 0.0
H 0.2236 3.7887 -0.5883 0.0 0.0 0.0
H -1.4289 2.5265 0.5490 0.0 0.0 0.0
H 0.1217 1.7305 0.4430 0.0 0.0 0.0
H -6.6932 0.3653 -0.8290 0.0 0.0 0.0
I 0.9948 -1.4234 -3.5385 0.1 0.1 0.2
C 2.4052 -2.2996 -2.2650 0.0 0.0 -0.1
C 3.7090 -2.3048 -2.6717 0.0 0.0 0.0
C 4.6639 -3.0403 -1.9434 0.0 0.0 0.0
C 4.2645 -3.8080 -0.8893 0.0 0.0 0.0
C 2.9110 -3.8250 -0.4749 0.0 0.0 0.0
C 2.4838 -4.7003 0.5586 0.0 0.0 0.0
C 1.1690 -4.7489 0.9052 0.0 0.0 0.0
C 0.2561 -3.8282 0.3350 0.0 0.1 0.0
C 0.6167 -2.8829 -0.5969 0.1 -0.1 0.0
C 1.9538 -2.9866 -1.1084 0.0 -0.1 0.1
H 4.0044 -1.7666 -3.5618 0.0 0.0 0.0
H 5.7015 -3.0207 -2.2519 0.0 0.0 0.0
H 4.9765 -4.4286 -0.3568 0.0 0.0 0.0
H 3.2152 -5.3473 1.0297 0.0 0.0 0.0
H 0.8246 -5.4509 1.6567 0.0 0.0 0.0
H -0.7558 -3.8475 0.7304 0.0 0.0 0.0
C -1.2683 -2.8841 4.0002 0.0 0.0 0.0
C -0.8972 -1.9562 2.8428 -0.1 0.0 0.0
P -2.2321 -1.4704 1.5258 0.3 -0.1 0.2
C -3.2249 -3.0267 1.4747 0.0 0.0 0.0
C -3.4655 -3.6576 0.1045 0.0 0.0 0.0
C -3.0799 -0.3518 2.7387 0.0 0.0 0.0
C -2.5909 1.0909 2.7415 0.0 0.0 0.0
H -0.5379 -2.8207 4.8117 0.0 0.0 0.0
H -1.2922 -3.9284 3.6794 0.0 0.0 0.0
H -2.2488 -2.6615 4.4299 0.0 0.0 0.0
H -0.0265 -2.3525 2.3249 0.0 0.0 0.0
H -0.5714 -0.9836 3.2309 0.0 0.0 0.0
H -4.1797 -2.7985 1.9504 0.0 0.0 0.0
H -2.7160 -3.7431 2.1199 0.0 0.0 0.0
H -3.9074 -2.9537 -0.5950 0.0 0.0 0.0
H -4.1432 -4.5082 0.2090 0.0 0.0 0.0
H -2.5418 -4.0188 -0.3467 0.0 0.0 0.0
H -2.9165 -0.7939 3.7235 0.0 0.0 0.0
H -4.1498 -0.3912 2.5306 0.0 0.0 0.0
H -1.5042 1.1559 2.8222 0.0 0.0 0.0
H -3.0197 1.6379 3.5844 0.0 0.0 0.0
H -2.8897 1.6021 1.8276 0.0 0.0 0.0
C 2.1157 4.3600 4.4559 0.0 0.0 0.0
Te 1.5771 2.4714 3.5886 0.0 0.0 0.0
C 2.6404 3.2150 1.8858 0.0 -0.1 0.0
C 3.5517 4.2919 2.4098 0.0 0.0 0.0
C 4.6341 4.7441 1.6607 0.0 0.0 0.0
C 5.4643 5.7399 2.1508 0.0 0.0 0.0
C 5.2166 6.2951 3.3986 0.0 0.0 0.0
C 4.1373 5.8521 4.1478 0.0 0.0 0.0
C 3.3002 4.8524 3.6626 0.0 0.0 0.0
H 2.3604 4.2337 5.5088 0.0 0.0 0.0
H 1.2743 5.0483 4.3762 0.0 0.0 0.0
H 1.9231 3.6171 1.1717 0.0 0.0 0.0
H 3.1894 2.4056 1.4069 0.0 0.0 0.0
H 4.8280 4.3005 0.6913 0.0 0.0 0.0
H 6.3097 6.0757 1.5639 0.0 0.0 0.0
H 5.8678 7.0662 3.7906 0.0 0.0 0.0
H 3.9444 6.2797 5.1252 0.0 0.0 0.0
O 3.3246 0.1679 0.3673 0.0 0.0 0.0
S 2.1992 -0.3598 1.1444 -0.1 0.0 0.2
N 0.8777 -0.5491 0.5235 0.0 0.0 -0.3
```
Positions in Å, forces in eV/Å.

## Properties
Net charge: -1
LUMO energy: 1.966 eV
Multiplicity: 1
HOMO energy: -4.7 eV
Gap between HOMO and LUMO: 6.66 eV
Energy relative to the best compared isomer or geometry (same formula, charge and spin): 1.3 kcal per mole

=====

Record 2
This record from OMol25 describes C34H40N4O2P2Re as an isolated structure in a non-equilibrium geometry. The level of theory is ωB97M-V/def2-TZVPD.

XYZ file:
```
83
Properties=species:S:1:pos:R:3:forces:R:3
Re 1.2457 1.4452 -1.8826 0.5 -2.6 5.3
C -0.5514 1.5663 -2.7035 -1.3 0.0 -1.4
C 0.1986 0.3986 -3.2135 -1.9 -1.3 -0.8
C 0.8830 0.4845 -4.5594 0.4 -0.6 -0.4
C 2.0180 1.5399 -4.6234 0.6 -0.3 -0.4
C 2.3896 2.1379 -3.2773 2.0 2.0 -1.0
C 1.5620 3.2132 -2.6602 -0.1 1.9 -1.9
C 0.3774 3.8070 -3.4305 0.0 0.7 0.3
C -0.7668 2.7934 -3.5788 -0.5 0.2 -0.2
C 1.3297 1.6958 0.1913 0.4 -0.4 0.2
H -1.4601 1.2698 -2.1713 0.4 0.1 0.4
H -0.2382 -0.5775 -2.9823 0.1 0.2 -0.1
H 0.1481 0.6776 -5.3519 0.0 0.0 0.3
H 1.3017 -0.5012 -4.8037 -0.1 0.2 0.2
H 2.9289 1.0536 -5.0070 -0.4 0.2 0.1
H 1.7705 2.3365 -5.3421 0.0 -0.1 0.4
H 3.4581 2.2054 -3.0606 -0.1 0.0 -0.1
H 2.1495 3.9563 -2.1056 -0.1 -0.4 0.1
H 0.7135 4.2371 -4.3858 -0.2 -0.2 0.2
H -0.0252 4.6495 -2.8524 0.3 -0.1 -0.1
H -1.7160 3.2561 -3.2753 0.3 -0.1 -0.1
H -0.9156 2.4822 -4.6151 0.1 0.0 0.0
H 0.6050 2.4871 0.4194 0.1 0.0 -0.2
H 2.3446 2.0372 0.4325 0.0 0.0 0.1
H 1.0929 0.7924 0.7836 0.1 0.9 -0.1
P 1.4950 -1.0921 -0.7109 0.3 0.2 -0.3
P -2.3414 -1.1041 0.4510 -0.1 1.2 1.9
N 4.2716 -0.0735 -1.2250 0.0 0.5 -0.2
N 2.5894 -1.6736 0.4494 0.7 -0.1 0.6
N -3.3638 -0.0287 -0.2753 0.0 0.5 -1.0
N -3.3252 -1.8874 1.5175 0.2 -0.5 -0.1
C 0.2180 -2.3858 -0.7124 -0.4 -0.8 -0.4
C -1.3473 -2.2421 -0.4909 0.1 -0.9 -0.7
C 5.0101 1.0337 -0.8992 -0.5 -1.9 -0.7
C 6.4016 0.7751 -1.0685 1.0 -2.2 -0.8
C 6.4983 -0.5676 -1.5229 0.5 2.4 0.8
C 5.1598 -1.0484 -1.6085 -0.8 1.6 0.5
C 3.0676 -1.0338 1.6038 0.3 -0.8 0.0
C 4.0024 -1.8533 2.2134 -0.7 0.4 -0.8
C 4.1679 -3.0109 1.3819 -0.7 0.5 -0.7
C 3.3284 -2.8559 0.2930 0.0 0.1 1.0
C -3.2671 1.3837 -0.1753 -0.9 0.5 -0.3
C -4.4297 1.9470 -0.6559 1.1 -0.9 0.4
C -5.2716 0.8814 -1.1104 0.7 -0.8 0.2
C -4.6007 -0.3065 -0.9062 -0.5 0.7 -0.2
C -4.7249 -1.9487 1.6693 -0.3 -1.0 0.9
C -4.9968 -2.8195 2.7053 0.8 0.9 -0.9
C -3.7455 -3.2851 3.2300 0.7 0.5 -0.7
C -2.7377 -2.7127 2.4922 -0.9 -0.8 0.2
H 0.5864 -3.2461 -0.1200 -0.2 0.6 -0.2
H 0.3048 -2.6977 -1.7730 -0.3 -0.2 0.4
H -1.8130 -2.2316 -1.4912 -0.1 -0.1 0.3
H -1.6265 -3.1995 -0.0178 -0.2 0.2 -0.3
H 4.5451 1.9595 -0.5907 0.0 0.0 0.1
H 7.2001 1.4782 -0.8784 0.0 -0.2 0.0
H 7.3852 -1.1346 -1.7680 0.0 0.2 0.1
H 4.8378 -2.0247 -1.9407 -0.1 0.1 0.0
H 2.7047 -0.0508 1.8476 0.0 -0.1 0.2
H 4.5134 -1.6513 3.1438 -0.1 0.0 -0.1
H 4.8278 -3.8486 1.5541 0.0 0.1 0.0
H 3.1801 -3.4540 -0.5898 0.0 -0.2 0.1
H -2.3881 1.8445 0.2353 -0.1 0.0 0.0
H -4.6450 3.0072 -0.6664 0.0 -0.2 0.0
H -6.2659 1.0089 -1.5186 0.2 -0.2 -0.1
H -4.8730 -1.3210 -1.1541 0.0 0.1 0.0
H -5.3770 -1.4211 0.9982 0.0 0.1 0.2
H -5.9701 -3.0940 3.0613 -0.2 0.0 0.0
H -3.5959 -3.9476 4.0651 0.0 -0.1 0.0
H -1.6657 -2.8337 2.5127 -0.1 0.0 0.2
O -1.2997 -0.3246 1.3443 0.2 0.3 -1.0
C -1.4271 0.7875 2.2498 0.6 2.3 0.3
O -1.1879 1.9122 1.8648 -0.6 -2.4 0.4
C -1.7154 0.3927 3.6249 0.2 -0.1 0.3
C -2.5163 1.2454 4.3985 0.3 -0.2 0.1
C -2.6878 0.9588 5.7504 0.0 -0.1 0.0
C -2.0456 -0.1509 6.3221 -0.2 0.0 -0.3
C -1.2434 -0.9914 5.5391 0.1 0.1 0.0
C -1.0541 -0.7077 4.1886 -0.3 0.1 0.2
H -2.9460 2.1271 3.9215 0.0 -0.3 0.3
H -3.3175 1.6069 6.3631 0.2 -0.2 -0.2
H -2.1972 -0.3707 7.3806 0.1 0.1 -0.3
H -0.7534 -1.8638 5.9806 -0.1 0.4 -0.1
H -0.3757 -1.2990 3.5726 -0.2 0.1 0.3
```
Positions in Å, forces in eV/Å.

## Properties
Net charge: +2
⟨S²⟩: 3.78
LUMO energy (spin up / spin down): -6.331 / -6.846 eV
Multiplicity: 4
HOMO energy (spin up / spin down): -13.3 / -13.3 eV
Gap between HOMO and LUMO (spin up / spin down): 6.92 / 6.47 eV
Energy relative to the best compared isomer or geometry (same formula, charge and spin): 0.0 kcal per mole

=====

Record 3
This record from OMol25 describes C34H40N4O3P2Tc as an isolated structure in a non-equilibrium geometry. The level of theory is ωB97M-V/def2-TZVPD.

XYZ file:
```
84
Properties=species:S:1:pos:R:3:forces:R:3
Tc 0.2457 -0.0426 2.2373 -0.6 3.0 3.1
C -1.7230 1.8592 -5.8999 -0.7 -0.1 -0.1
C -1.8064 0.6375 -5.3657 -0.5 0.1 -0.7
C -1.0458 -0.5766 -5.8253 0.3 -0.2 0.1
C 0.3362 -0.3147 -6.4525 0.1 -0.4 0.0
C 1.2268 0.5466 -5.5869 0.4 0.3 -0.4
C 1.3036 1.8842 -5.6149 0.5 -0.4 -0.7
C 0.5515 2.8056 -6.5467 -0.3 0.2 0.2
C -0.8314 2.3197 -7.0222 0.1 0.4 -0.3
C 1.9913 0.5936 3.2205 1.4 0.6 0.8
H -2.4594 2.6235 -5.6225 0.3 -0.3 0.4
H -2.6169 0.4093 -4.6618 0.3 0.3 -0.1
H -1.6366 -1.1655 -6.5516 0.0 0.2 0.4
H -0.9076 -1.2242 -4.9460 0.0 -0.1 -0.2
H 0.8310 -1.2943 -6.5588 -0.2 0.3 -0.1
H 0.2193 0.0720 -7.4719 0.2 -0.1 0.4
H 1.9546 -0.0362 -5.0116 -0.2 0.4 0.2
H 2.0950 2.3945 -5.0604 -0.2 -0.3 0.2
H 1.1441 3.0514 -7.4450 0.1 -0.2 0.4
H 0.4160 3.7613 -6.0215 0.0 -0.1 -0.1
H -1.3212 3.1823 -7.5017 0.1 -0.3 0.1
H -0.7133 1.5766 -7.8170 -0.2 0.2 0.3
H 1.6306 1.4421 3.8379 -0.3 -0.3 -0.3
H 2.8662 1.0058 2.6980 -0.4 -0.2 0.1
H 2.3916 -0.1630 3.9190 -0.5 0.1 -0.3
P 1.8400 -0.5369 0.7085 3.8 -1.4 -1.8
P -1.0695 -0.8713 0.5894 -3.1 -0.9 -2.2
N 2.8193 0.8048 0.1898 -0.7 -0.6 0.7
N 3.0216 -1.7757 1.1278 -0.7 0.9 0.1
N -1.7762 0.4474 -0.3029 0.8 -0.7 0.3
N -2.4797 -1.7857 0.9800 0.5 -0.1 0.1
C 1.1977 -1.1086 -0.8919 -0.5 -0.3 -0.3
C -0.1727 -1.7825 -0.6961 0.1 -0.3 -0.1
C 2.6609 2.1355 0.5831 0.8 0.5 -0.6
C 3.5994 2.8972 -0.0988 -0.9 -0.8 0.4
C 4.3361 2.0162 -0.9502 -0.8 -1.1 0.4
C 3.8369 0.7356 -0.7585 0.1 0.8 -0.1
C 3.9306 -1.6995 2.1904 0.3 -0.9 0.0
C 4.6558 -2.8811 2.2400 -0.9 1.0 -0.4
C 4.1883 -3.7160 1.1760 -1.0 1.0 -0.3
C 3.1740 -3.0261 0.5266 0.7 -0.5 0.3
C -1.9203 1.7491 0.1837 -0.2 0.5 -0.9
C -2.3731 2.5468 -0.8574 0.4 -0.9 0.5
C -2.4847 1.7244 -2.0186 0.3 -1.0 0.8
C -2.1241 0.4373 -1.6476 0.0 0.9 -0.2
C -3.5800 -2.0196 0.1482 -0.5 -0.6 0.6
C -4.4295 -2.9105 0.7874 1.1 0.8 -0.3
C -3.8327 -3.2504 2.0443 0.9 0.7 -0.4
C -2.6339 -2.5677 2.1347 -0.8 -0.2 -0.1
H 1.9071 -1.7928 -1.3713 -0.1 0.3 0.0
H 1.1016 -0.2117 -1.5256 0.0 -0.2 0.2
H -0.7568 -1.8091 -1.6252 0.3 -0.1 0.3
H -0.0816 -2.8162 -0.3188 0.0 0.3 -0.1
H 1.9264 2.4079 1.3305 0.2 0.1 -0.2
H 3.7335 3.9605 0.0047 0.0 0.0 0.0
H 5.1332 2.2741 -1.6270 0.0 0.0 0.1
H 4.0874 -0.2173 -1.2083 0.1 0.2 0.1
H 3.9528 -0.8300 2.8281 0.3 -0.2 -0.2
H 5.4265 -3.1165 2.9572 0.0 0.1 -0.1
H 4.5434 -4.6976 0.9109 0.0 0.0 0.0
H 2.5422 -3.3112 -0.3006 0.2 -0.1 0.1
H -1.6971 1.9876 1.2146 -0.2 0.0 0.0
H -2.6125 3.5911 -0.7952 0.1 0.2 0.0
H -2.7848 2.0105 -3.0112 -0.1 0.1 0.0
H -2.0814 -0.4809 -2.2170 -0.1 0.3 -0.1
H -3.6583 -1.5155 -0.8039 -0.1 -0.1 0.2
H -5.3578 -3.2802 0.3890 -0.1 0.0 0.0
H -4.2325 -3.9216 2.7832 0.0 0.0 0.1
H -1.8822 -2.5502 2.9110 -0.1 -0.1 -0.1
O -2.4613 2.1001 5.5207 0.8 -1.7 1.7
C -2.0785 1.1184 6.3554 -0.4 1.4 -2.1
C -2.3669 1.2849 7.7184 -0.2 -0.3 1.6
C -2.0107 0.2912 8.6240 -0.3 0.8 -0.1
C -1.3884 -0.8899 8.1826 -0.3 0.1 0.9
C -1.0822 -1.0521 6.8263 0.0 0.6 -1.9
C -1.3925 -0.0512 5.9012 0.6 -1.0 0.8
C -0.8713 -0.1125 4.5284 0.7 -0.5 -1.6
O -0.2143 -1.1089 4.0705 -0.6 0.6 0.2
O -1.0032 0.8950 3.7269 -0.3 -0.6 0.9
H -2.0731 1.9009 4.6333 0.0 0.0 -0.3
H -2.8537 2.2127 8.0242 0.1 -0.3 0.0
H -2.2223 0.4460 9.6828 0.1 -0.1 -0.3
H -1.1309 -1.6738 8.9043 -0.1 0.3 -0.3
H -0.5860 -1.9520 6.4592 -0.1 0.3 0.2
```
Positions in Å, forces in eV/Å.

## Properties
Net charge: +2
⟨S²⟩: 3.81
LUMO energy (spin up / spin down): -8.024 / -10.218 eV
Multiplicity: 4
HOMO energy (spin up / spin down): -12.3 / -12.3 eV
Gap between HOMO and LUMO (spin up / spin down): 4.27 / 2.07 eV
Energy relative to the best compared isomer or geometry (same formula, charge and spin): 0.0 kcal per mole

=====

Record 4
This record from OMol25 describes C34H41BrN2O5OsP2 as an isolated structure in a non-equilibrium geometry. The level of theory is ωB97M-V/def2-TZVPD.

XYZ file:
```
86
Properties=species:S:1:pos:R:3:forces:R:3
Os -0.5616 -0.1026 -0.2191 -1.0 -0.1 1.7
C -3.9775 -6.1047 0.2584 -0.1 -0.2 -0.7
O -3.6268 -5.6618 1.5542 0.3 0.3 0.6
C -2.9015 -4.5748 1.7368 0.1 0.3 0.2
C -2.7680 -4.1531 3.0851 0.1 0.2 0.0
C -2.1611 -2.9674 3.3740 -0.3 -0.4 -0.1
C -1.6386 -2.1213 2.3689 0.5 0.7 -0.9
C -1.1970 -0.7959 2.6875 -0.7 -1.9 1.2
C -1.1706 -0.3247 4.1129 0.1 0.3 -0.3
O -0.8392 0.0357 1.8189 0.5 1.0 -1.7
C -1.6100 -2.6260 1.0124 -1.5 -1.5 2.1
O -0.9775 -2.0503 0.0377 1.1 2.5 -1.5
C -2.2704 -3.8388 0.7357 0.3 0.4 -0.3
H -4.6084 -6.9796 0.4080 0.1 0.1 0.0
H -3.0944 -6.3885 -0.3211 0.0 0.0 0.1
H -4.5406 -5.3330 -0.2761 0.1 -0.1 0.1
H -3.1880 -4.7755 3.8576 -0.1 -0.1 0.1
H -2.1020 -2.6558 4.4018 -0.1 0.1 0.2
H -2.1687 -0.3703 4.5430 -0.1 0.0 0.0
H -0.8245 0.7071 4.1453 0.0 -0.1 0.0
H -0.5060 -0.9427 4.7148 0.0 -0.1 0.0
H -2.2541 -4.1858 -0.2863 -0.1 0.0 -0.1
C -1.0738 0.9952 -3.6266 -0.6 -0.1 0.5
P -0.0112 0.0471 -2.4930 1.1 0.1 -2.7
C 1.5221 1.0518 -2.5776 0.6 0.3 1.0
N 1.7245 1.7138 -3.6750 -1.2 -0.2 -0.9
C 2.7850 2.5050 -3.8423 1.2 0.2 1.0
C 2.9968 3.2556 -5.0112 0.0 0.2 -0.3
C 4.1138 4.0408 -5.1243 -0.4 -0.2 -0.1
C 5.0626 4.1045 -4.0873 0.1 -0.2 0.4
C 4.8862 3.3956 -2.9299 0.3 0.2 0.0
C 3.7467 2.5893 -2.7719 -1.0 0.0 -1.2
N 3.5081 1.9008 -1.6549 0.9 -0.1 0.9
C 2.4507 1.1666 -1.4984 -0.9 -0.2 -0.5
P 2.1840 0.3015 0.1070 1.0 0.9 -0.3
C 3.6752 -0.7688 0.0843 -0.5 -0.4 0.2
C 2.5883 1.5832 1.4386 -0.4 -0.2 0.1
C 3.9622 2.2240 1.2812 0.0 0.1 -0.2
C 1.4931 2.6472 1.3846 0.0 -0.2 -0.1
C 2.4950 0.8080 2.7581 0.0 0.0 -0.1
C 0.4063 -1.5589 -3.3765 -0.3 -0.1 0.6
C 1.3614 -2.3344 -2.4710 -0.1 0.2 0.1
C -0.9338 -2.2867 -3.4846 -0.1 0.0 0.1
C 1.0369 -1.3403 -4.7447 0.0 0.3 0.1
H -0.6444 1.0008 -4.6283 0.1 -0.1 0.2
H -1.1398 2.0228 -3.2684 0.0 0.0 0.0
H -2.0703 0.5554 -3.6417 0.0 0.0 0.0
H 2.2674 3.1985 -5.8025 -0.1 0.0 -0.1
H 4.2768 4.6189 -6.0214 0.0 0.0 -0.1
H 5.9414 4.7187 -4.2129 0.1 0.1 0.0
H 5.6050 3.4357 -2.1266 0.1 0.0 0.1
H 4.5504 -0.1636 -0.1472 -0.1 0.1 0.0
H 3.5684 -1.5503 -0.6637 0.0 0.0 0.0
H 3.7891 -1.2475 1.0547 0.1 0.0 0.0
H 4.0666 2.7139 0.3166 0.0 0.0 0.2
H 4.7642 1.5007 1.3959 0.1 -0.1 0.0
H 4.0852 2.9835 2.0518 -0.1 0.0 0.2
H 1.4928 3.1554 0.4214 0.0 0.1 0.0
H 1.6461 3.3913 2.1647 0.1 0.0 0.1
H 0.5129 2.1937 1.5361 0.0 0.2 0.1
H 3.3675 0.1792 2.9155 0.1 -0.1 0.0
H 1.6045 0.1791 2.7730 -0.1 0.0 0.2
H 2.4363 1.5028 3.5924 0.0 0.1 0.1
H 0.9533 -2.4279 -1.4618 0.1 -0.2 0.0
H 2.3292 -1.8373 -2.4266 0.1 0.0 0.0
H 1.5181 -3.3354 -2.8693 0.0 -0.1 0.0
H -1.4393 -2.2962 -2.5157 -0.1 -0.2 0.0
H -0.7721 -3.3167 -3.7969 0.0 -0.1 0.0
H -1.5841 -1.8141 -4.2178 -0.1 0.0 0.0
H 1.9801 -0.8036 -4.6703 0.1 0.0 0.0
H 0.3808 -0.7966 -5.4182 0.0 0.0 -0.1
H 1.2387 -2.3106 -5.1946 0.0 -0.1 0.0
Br -1.2919 7.1823 1.0912 -0.3 -0.3 -0.2
C -2.4010 5.7728 0.4422 0.4 0.2 0.1
C -3.7531 5.9888 0.2067 0.3 0.0 0.1
C -4.5362 4.9346 -0.2361 0.0 -0.2 -0.1
C -3.9780 3.6834 -0.4464 0.0 -0.1 0.0
C -2.6160 3.4844 -0.2240 0.1 -0.1 0.0
C -1.8214 4.5321 0.2249 -0.1 0.2 0.0
C -2.0198 2.1371 -0.4092 -1.7 1.0 0.0
O -2.7270 1.1205 -0.4723 0.3 -0.8 0.0
O -0.7447 2.0295 -0.4894 1.6 -1.6 0.3
H -4.1876 6.9634 0.3731 0.0 0.0 0.0
H -5.5885 5.0966 -0.4124 -0.1 0.0 0.0
H -4.5761 2.8512 -0.7825 -0.1 0.0 0.0
H -0.7727 4.3715 0.4124 0.1 0.1 0.0
```
Positions in Å, forces in eV/Å.

## Properties
Net charge: +2
⟨S²⟩: 6.02
LUMO energy (spin up / spin down): -6.245 / -8.766 eV
Multiplicity: 5
HOMO energy (spin up / spin down): -13.3 / -13.3 eV
Gap between HOMO and LUMO (spin up / spin down): 7.03 / 4.51 eV
Energy relative to the best compared isomer or geometry (same formula, charge and spin): 14.1 kcal per mole